138
Properties=species:S:1:pos:R:3:lowdin_charge:R:1 method="wB97M-V/def2-TZVPD" homo_ev=-11.72 total_charge=+1 lumo_energy_ev=-2.327 multiplicity=1
Cl 7.6427 -6.9018 1.5354 0.545
Cl 7.2326 -4.0734 6.1550 0.574
Cl 4.2152 3.8721 -0.7295 0.538
Cl -0.8842 -3.2255 7.3392 0.547
Cl -4.5656 1.1530 -8.4886 0.535
Cl 3.7991 9.6712 -2.3892 0.548
Cl 3.2881 3.5097 8.7451 0.533
Cl 0.8624 11.2255 -3.1080 0.537
Cl 4.4954 -7.4482 2.7195 0.531
Cl 1.4219 7.4345 -0.9102 0.543
Cl -5.7335 -2.0325 -8.3095 0.612
Cl 6.5683 1.5823 -1.6195 0.545
Cl 6.6508 -0.7641 6.8254 0.569
Cl 2.3673 -4.2505 7.2421 0.570
Cl 2.7968 0.2834 9.7137 0.541
Cl 0.2698 7.1068 2.2732 0.571
P -1.9970 3.9862 0.5530 0.736
F 1.7569 -2.8354 3.2934 0.124
F 3.3991 -1.4851 3.1543 0.158
F 1.3361 -0.7584 3.0664 0.180
N 0.6661 3.9975 0.8045 0.062
N -2.7033 3.9602 1.9397 -0.273
N -0.3384 -0.2591 0.1791 0.057
N -1.1072 0.8684 0.2993 0.081
N 1.0408 1.3919 0.4894 0.236
N -0.4729 3.1608 0.5985 -0.233
C -4.7027 0.9568 -0.9761 -0.180
C 1.9564 8.3570 0.5179 -0.644
C -0.2096 1.8342 0.4605 -0.311
C 6.3190 2.2838 -0.0015 -0.662
C 1.9343 7.5210 1.7713 -0.631
C -4.8156 -1.5986 -5.0080 -0.204
C -6.0950 -1.7194 -4.1250 -0.180
C -3.1564 0.9449 -1.1780 -0.177
C 2.1799 -0.7242 0.3205 -0.059
C 5.6718 -3.2156 6.0894 -0.680
C -3.9287 -2.8571 -4.7501 -0.224
C 2.7255 9.3409 -3.7724 -0.667
C -4.5268 -0.0738 -9.7818 -0.660
C -5.7346 -0.9752 -9.7455 -0.640
C -3.2996 -5.5499 -3.7099 -0.262
C 2.0491 10.5906 -4.2760 -0.661
C 4.3841 2.5114 9.7349 -0.661
C -6.2948 -0.5044 -3.1686 -0.179
C 4.3558 1.0611 9.3249 -0.676
C -1.1215 -2.1134 -2.5500 -0.085
C 6.8538 -6.0762 2.9033 -0.688
C -2.5568 0.8120 0.2425 -0.128
C -5.2079 -0.4999 -0.7930 -0.196
C -4.5329 -4.0628 -5.4733 -0.199
C 5.8125 -1.7893 5.6321 -0.666
C 0.9086 0.0763 0.3161 -0.255
C -4.3105 -5.3342 -2.5600 -0.102
C 4.8623 2.5547 0.2780 -0.672
C 2.2054 -1.9803 1.2028 -0.046
C -0.7735 -1.6439 -0.0608 -0.079
C -0.1703 -2.2780 -1.3409 -0.186
C 2.1757 -1.7040 2.6910 -0.655
C 1.7318 -2.6480 6.7869 -0.662
C 5.9337 -6.9912 3.6702 -0.667
C -6.4179 -0.8870 -1.6693 -0.184
C 0.5647 -2.2335 7.6434 -0.673
C -3.9064 -5.4456 -5.1136 -0.201
H -2.9292 -2.5962 -5.1234 0.112
H 0.2947 -1.2026 7.4183 0.072
H -3.0356 1.5426 0.9017 0.101
H -0.1090 -3.3494 -1.1371 0.124
H 0.8854 4.3891 -0.1123 0.066
H -4.2026 -0.7306 -4.7338 0.096
H -2.4570 -4.8571 -3.6052 0.083
H -2.8217 3.4334 -0.4487 -0.001
H -5.0688 -1.4943 -6.0656 0.010
H -5.6159 -4.0990 -5.3220 0.108
H -6.4895 -1.9806 -1.6293 0.100
H 4.1049 2.6368 10.7785 0.070
H 2.3831 8.0754 2.5937 0.079
H -3.1799 -5.6963 -5.8916 0.105
H -2.9536 0.0564 -1.7792 0.081
H 2.9560 -0.0452 0.6772 0.113
H 5.2141 -3.2741 7.0741 0.048
H -1.3990 -1.0671 -2.6948 0.069
H 4.2520 1.6716 0.1044 0.034
H -0.5301 -2.2166 0.8351 0.123
H -6.6603 -0.4044 -9.7412 0.071
H 0.3700 4.7899 1.3765 -0.007
H 4.7351 2.8604 1.3159 0.076
H -5.4983 0.2118 -3.3788 0.084
H -4.7074 -6.1924 -5.1704 0.108
H -4.0445 -6.0108 -1.7421 0.067
H -3.6039 -0.6403 -9.6809 0.069
H -7.3607 -0.5328 -1.2470 0.109
H -5.5145 -0.6109 0.2549 0.112
H 5.5744 -6.4835 4.5648 0.055
H -2.8912 -6.5596 -3.6004 0.102
H 6.7032 1.5634 0.7197 0.073
H 1.5049 10.3684 -5.1929 0.074
H 0.7705 -1.8207 -1.6350 0.098
H -2.1861 3.4471 2.6456 -0.018
H 1.4636 -2.6785 5.7338 0.043
H 2.4773 -0.9845 -0.6969 0.131
H 1.3203 9.2346 0.6076 0.078
H -4.4164 -1.2485 -0.9383 0.096
H 4.5333 0.9446 8.2584 0.035
H 3.1572 -2.4808 1.0050 0.145
H -6.1613 -2.6877 -3.6224 0.095
H 6.9145 3.1910 0.0702 0.071
H 2.9725 8.6917 0.3152 0.053
H -5.3456 -5.5317 -2.8480 0.079
H -4.4984 0.4632 -10.7288 0.074
H -1.8542 -1.7348 -0.1796 0.117
H 5.1259 0.5097 9.8623 0.073
H -5.2034 1.4833 -1.7874 0.107
H 6.3193 -5.2132 2.5107 0.060
H 1.4542 -2.7235 0.9476 0.112
H -4.9273 1.5153 -0.0593 0.110
H 3.3461 8.9135 -4.5589 0.075
H 2.4872 6.5923 1.6417 0.065
H -6.9300 -1.6945 -4.8352 0.106
H 6.3583 -1.7249 4.6928 0.069
H 5.0420 -3.7587 5.3849 0.059
H 2.5482 -1.9357 6.9124 0.059
H 2.7696 11.3774 -4.4872 0.070
H 2.0001 8.5926 -3.4623 0.027
H 4.8226 -1.3584 5.4848 0.052
H -4.3652 -3.9065 -6.5437 0.082
H -2.8064 1.8380 -1.6987 0.092
H 0.8042 -2.3019 8.7019 0.062
H -5.7363 -1.6252 -10.6192 0.075
H -2.9191 -0.1516 0.6073 0.125
H -1.7343 5.3176 0.1504 0.021
H 7.6470 -5.7195 3.5581 0.048
H -0.5271 -2.3833 -3.4293 0.087
H -7.2395 -0.0279 -3.4435 0.107
H -3.8739 -2.9658 -3.6655 0.063
H 5.3881 2.9106 9.5976 0.074
H 6.4414 -7.9031 3.9751 0.073
H -1.9673 -2.7985 -2.5126 0.056
H -4.2474 -4.3272 -2.1335 0.043

123
Properties=species:S:1:pos:R:3:lowdin_charge:R:1 method="wB97M-V/def2-TZVPD" homo_ev=-2.20 total_charge=-1 relative_energy_kj_mol=68.0 lumo_energy_ev=2.623 multiplicity=1
O 1.7695 -3.1301 -5.5431 -0.109
O -5.3355 -1.1151 3.9419 -0.179
O -0.5785 0.0549 0.6219 -0.416
O 0.5445 -2.6101 3.9799 -0.162
O 0.6525 2.4079 5.5219 -0.213
O 0.6575 4.0829 -0.5171 -0.158
O -3.7415 -1.2241 -4.8341 -0.163
N 3.7575 3.4649 -3.8881 -0.163
N 3.2665 -1.7791 0.7609 -0.106
C 2.4515 -0.6651 0.8329 -0.059
C 3.3815 -2.7021 1.9539 -0.032
C -0.7365 2.4629 4.9149 -0.223
C -0.4965 3.5759 0.0959 -0.277
C 2.5125 3.0279 -3.4591 -0.121
C 2.1015 -4.4601 -6.1611 -0.181
C 2.6175 0.4039 -0.0021 -0.044
C 2.4615 2.1129 -2.4881 -0.024
C -3.5285 0.1199 2.9679 -0.057
C 3.3745 -4.3031 -6.9431 -0.040
C -4.3955 -2.3231 -4.3431 -0.384
C -0.4985 -2.6381 2.9889 -0.350
C 1.6795 4.4149 0.4389 -0.254
C 4.3545 -1.7851 -0.1871 -0.050
C -0.4805 2.4359 3.4159 -0.093
C 1.4605 -1.3731 5.6989 -0.118
C -4.5595 -0.8991 2.6669 -0.210
C -1.5105 3.5589 -1.0471 -0.088
C 4.9675 2.8329 -3.5301 -0.086
C 4.5505 -0.7701 -1.0291 -0.019
C -5.2125 -3.0521 -5.3441 -0.088
C 0.4855 -3.0981 -4.9441 -0.360
C 3.6935 1.3529 -2.0161 -0.176
C -3.2705 -0.3091 -3.7601 -0.204
C -0.8575 -0.3701 -0.6611 -0.385
C 0.3965 -1.4131 4.7399 -0.323
C 4.8925 1.8809 -2.5511 -0.091
C 2.6105 5.3429 -0.2331 -0.061
C 0.4675 -1.9541 -4.2061 -0.085
C 0.5185 2.5469 6.9709 -0.320
C 3.6205 0.3489 -0.9541 -0.210
C 1.9825 2.5369 7.3599 -0.141
C -2.7795 0.9689 -4.3771 -0.044
C 3.8145 4.3669 -5.0231 -0.076
C -6.2985 -2.1791 3.8839 -0.356
C -0.5625 -3.8261 2.2869 -0.089
C -6.8095 -2.4541 5.1559 -0.128
H 4.0185 -3.6511 -6.4811 0.070
H -1.4885 -2.5201 3.4309 0.111
H 4.6625 4.7049 -5.4871 0.040
H 2.5655 1.6589 7.0629 0.048
H 1.9905 3.6999 0.9509 0.050
H 1.8475 1.2289 -0.1081 0.119
H -6.9265 -1.5531 3.2139 0.128
H 2.1465 6.3049 -0.5411 0.095
H 5.8995 3.1899 -3.6591 0.059
H -0.5515 2.5349 0.6299 0.119
H -0.3065 -3.0801 -5.6861 0.118
H -2.2835 1.5949 -3.6981 0.044
H 1.4905 -4.8201 -6.8501 0.077
H 1.5825 3.2559 -3.7781 0.078
H 0.0805 1.6729 7.4769 0.100
H -1.2435 2.9449 -1.9221 0.056
H -3.4965 1.5379 -4.6761 0.001
H -4.5755 -2.9871 -6.2571 0.092
H -2.4845 3.0189 -0.8651 0.083
H -2.5805 -0.9411 -3.1951 0.097
H 0.6455 -1.1171 -4.6691 0.044
H 3.4335 5.6139 0.3669 0.058
H -5.7805 -3.0621 3.3479 0.149
H -5.1675 -0.4681 1.8349 0.129
H 0.0725 3.6649 7.2309 0.163
H 1.2895 -2.0751 -3.5551 0.099
H 1.3735 5.0569 1.1299 0.069
H 5.9305 1.5509 -2.1641 0.126
H 2.4735 -1.0921 5.3469 0.088
H 0.4125 -4.1471 1.9519 0.081
H 5.2345 -0.6761 -1.8981 0.116
H 1.3685 -0.5721 6.4859 0.072
H 2.2985 -5.2041 -5.5961 0.055
H -1.2595 -3.7401 1.5789 0.050
H 2.0555 2.4109 8.6269 0.133
H 0.0725 -0.7051 -1.2281 0.056
H -1.2885 3.4069 5.0059 0.105
H -2.8675 0.4329 2.2749 0.036
H -0.6765 4.3909 0.8909 0.126
H 3.0905 4.9179 -1.1151 0.069
H -2.0205 0.8079 -5.2431 0.126
H -4.0465 -1.6671 2.2919 0.064
H -7.3715 -1.5681 5.6479 0.114
H -5.8955 -2.5931 5.8839 0.125
H -1.2925 0.4719 -1.1971 0.023
H -0.7605 -4.5841 3.1039 0.116
H 3.3755 3.9519 -5.9171 0.063
H -5.9735 -2.3561 -5.4761 0.056
H -5.0145 -2.2021 -3.4441 0.116
H 3.3075 -3.6811 1.4749 0.077
H -5.3155 -4.0961 -5.1701 0.069
H 3.0595 5.2009 -4.6791 0.121
H -0.6545 -1.3831 5.2379 0.151
H -1.9855 4.4539 -1.3141 0.036
H -0.5665 -1.8861 -3.8791 0.097
H 1.3625 1.9909 -2.0491 0.139
H 2.3575 -2.5831 2.4449 0.075
H -2.6945 -0.5131 3.4439 0.099
H -3.9885 -0.1081 -3.0291 0.095
H 0.5835 -0.5311 4.0769 0.124
H 4.1195 -2.5141 2.8149 0.102
H 3.1565 -4.0071 -7.9381 0.082
H -1.3355 2.5509 2.8809 0.031
H -0.3095 -1.7541 2.3579 0.109
H 1.4575 -2.2731 6.3689 0.093
H 0.0205 1.5359 3.0729 0.068
H 1.6975 -0.5471 1.4969 0.061
H 4.9215 -2.5031 -0.1591 0.015
H 2.4245 3.5049 6.9829 0.079
H -3.7305 0.6749 3.7099 0.002
H -1.5205 -1.1821 -0.6711 0.009
H 0.3425 -4.1221 -4.4941 0.142
H 3.7725 -5.1261 -7.0221 -0.015
H -1.3035 1.4689 5.3339 0.155
H 0.1835 3.2909 3.2729 0.081
H -3.4395 -3.0451 -4.0411 0.160
H -7.3745 -3.3291 5.2629 0.049

> What is the multiplicity in the first record?

1